1.
Density functional theory data (wB97M-V/def2-TZVPD) for C18H38CaOP2 as an isolated structure at a distorted geometry.

## Properties
E_LUMO (alpha / beta)	0.0037 / 0.0098	Eh
energy	-58338.2715	eV
gap between HOMO and LUMO (alpha / beta)	4.33 / 3.70	eV
energy relative to the best compared isomer or geometry (same formula, charge and spin)	21.46	kcal/mol

ORCA input file:
```
! RIJCOSX wB97M-V def2-TZVPD def2/J DEFGRID3
* xyz 0 1
P -1.271 -0.203 2.291
P 1.895 -2.373 -0.415
C -0.776 -0.948 0.693
C 0.220 -2.172 0.573
H -0.561 -0.221 -0.128
H -1.715 -1.418 0.328
H 0.509 -2.500 1.580
H -0.334 -3.009 0.101
C 2.640 -0.964 -1.471
H 3.208 -0.308 -0.806
H 2.018 -0.227 -1.993
H 3.382 -1.335 -2.170
C 1.526 -3.578 -1.752
H 1.340 -3.106 -2.723
H 0.653 -4.160 -1.455
H 2.385 -4.256 -1.832
C -2.345 1.258 2.330
H -2.620 1.440 3.388
H -3.280 1.123 1.771
H -1.879 2.204 1.993
C -2.201 -1.577 2.969
H -1.633 -2.484 2.729
H -3.183 -1.592 2.477
H -2.290 -1.489 4.058
Ca 0.091 1.887 -0.255
C -0.265 0.455 -2.423
C 0.226 1.702 -2.652
C -0.684 2.773 -3.232
C -2.095 2.803 -2.594
C -2.177 2.187 -1.180
C -2.752 0.949 -1.063
C -2.745 -0.117 -2.108
C -1.516 -0.084 -3.077
C -0.026 0.153 3.545
H 0.302 -0.362 -1.928
H 1.304 1.839 -2.573
H -0.815 2.623 -4.319
H -0.230 3.767 -3.119
H -2.466 3.843 -2.538
H -2.808 2.313 -3.285
H -2.195 2.933 -0.335
H -3.438 0.727 -0.252
H -3.690 -0.092 -2.678
H -2.760 -1.098 -1.593
H -1.349 -1.144 -3.359
H -1.792 0.397 -4.042
H 0.884 -0.442 3.401
H -0.430 -0.076 4.548
H 0.240 1.221 3.532
C 3.852 -0.591 1.231
C 2.629 0.266 1.601
C 3.058 1.129 2.790
O 1.948 1.005 0.622
H 4.698 0.032 0.908
H 3.682 -1.438 0.534
H 4.147 -1.116 2.147
H 1.893 -0.493 1.918
H 3.860 1.822 2.494
H 2.244 1.685 3.270
H 3.489 0.437 3.528
*
```

2.
Density functional theory data (wB97M-V/def2-TZVPD) for C18H38F6N2O26PS6 as an isolated structure at a distorted geometry.

## Properties
E_LUMO	0.0668	Eh
energy	-166109.0888	eV
gap between HOMO and LUMO	9.77	eV

ORCA input file:
```
! RIJCOSX wB97M-V def2-TZVPD def2/J DEFGRID3
* xyz -1 1
P 0.081 0.653 -0.472
F -0.314 1.196 1.022
F -0.894 -0.617 -0.149
F -1.137 1.519 -1.074
F 0.382 0.058 -1.929
F 1.050 1.932 -0.675
F 1.345 -0.187 0.080
C 3.755 1.671 1.117
C 3.517 2.045 2.548
O 4.401 2.355 3.328
N 2.204 2.091 2.902
C 1.754 2.436 4.237
H 4.096 2.453 0.444
H 2.852 1.228 0.709
H 4.518 0.891 1.075
H 1.478 1.981 2.213
H 0.812 1.933 4.439
H 1.693 3.517 4.377
H 2.500 2.076 4.947
C -3.594 -2.871 0.976
C -4.959 -2.252 1.060
O -5.424 -1.880 2.125
N -5.659 -2.165 -0.106
C -6.953 -1.517 -0.165
H -3.231 -3.222 1.934
H -2.888 -2.113 0.604
H -3.526 -3.628 0.190
H -5.203 -2.368 -0.980
H -7.006 -0.787 -0.974
H -7.198 -1.047 0.781
H -7.728 -2.265 -0.361
C 3.549 1.682 -2.818
C 4.236 2.979 -2.336
O 5.503 2.587 -1.780
S 5.817 1.068 -2.140
O 6.431 0.422 -1.062
O 6.390 0.992 -3.434
O 4.294 0.643 -2.160
H 3.670 1.518 -3.889
H 2.510 1.626 -2.514
H 3.638 3.436 -1.551
H 4.434 3.686 -3.138
C -4.184 0.731 -1.382
C -4.455 1.123 0.092
O -4.701 2.542 0.032
S -5.450 2.842 -1.332
O -5.279 4.175 -1.724
O -6.741 2.246 -1.265
O -4.499 1.890 -2.165
H -4.836 -0.079 -1.709
H -3.157 0.449 -1.591
H -3.632 0.854 0.744
H -5.418 0.724 0.407
C -2.077 4.189 0.190
C -0.812 4.704 -0.488
O -0.580 6.008 0.056
S -1.842 6.499 0.904
O -2.267 7.768 0.451
O -1.568 6.287 2.270
O -2.840 5.407 0.344
H -1.935 3.714 1.158
H -2.619 3.554 -0.496
H -0.988 4.789 -1.562
H 0.051 4.052 -0.370
C 1.100 -1.120 3.262
C -0.052 -2.082 3.643
O 0.087 -3.184 2.711
S 1.631 -3.442 2.516
O 1.903 -4.089 1.296
O 2.182 -4.013 3.699
O 2.016 -1.901 2.455
H 1.613 -0.713 4.126
H 0.685 -0.399 2.563
H -1.027 -1.636 3.505
H 0.165 -2.557 4.599
C 4.344 -2.092 -0.053
C 3.281 -2.270 -1.167
O 4.021 -2.624 -2.345
S 5.229 -3.539 -1.870
O 6.253 -3.459 -2.840
O 4.754 -4.791 -1.407
O 5.573 -2.626 -0.632
H 4.206 -2.728 0.813
H 4.468 -1.040 0.171
H 2.719 -1.377 -1.409
H 2.589 -3.076 -0.926
C -0.466 -2.895 -2.336
C -0.493 -3.672 -1.040
O -0.547 -5.048 -1.441
S -1.437 -5.142 -2.758
O -2.811 -5.165 -2.368
O -0.941 -6.155 -3.607
O -1.075 -3.724 -3.346
H 0.567 -2.793 -2.670
H -0.932 -1.923 -2.235
H -1.368 -3.461 -0.426
H 0.396 -3.487 -0.444
*
```

3.
Density functional theory data (wB97M-V/def2-TZVPD) for a 4-piece molecular cluster, C18H38I2NO5 overall at a distorted geometry.

## Properties
E_LUMO	-0.2053	Eh
energy	-47199.6812	eV
gap between HOMO and LUMO	5.98	eV

ORCA input file:
```
! RIJCOSX wB97M-V def2-TZVPD def2/J DEFGRID3
* xyz 1 1
C 1.696 1.440 3.426
C 0.904 1.004 4.231
C -0.320 0.477 4.853
C -0.513 -1.041 4.571
C -1.553 -1.271 3.445
C -0.839 -1.148 2.083
C -0.448 -2.498 1.444
N -1.136 -2.773 0.150
I -3.135 -3.381 0.414
C -0.984 -1.677 -0.857
I 0.544 -2.117 -2.316
C -0.761 -0.294 -0.250
C -1.146 0.838 -1.226
C -0.009 1.891 -1.242
C -0.522 3.288 -1.607
C 0.610 4.295 -1.321
O 0.352 5.568 -1.856
C 1.081 5.826 -3.050
C -1.573 -0.223 1.078
O -1.591 1.095 1.590
H 2.535 1.872 2.944
H -1.191 1.038 4.518
H -0.250 0.661 5.927
H -0.813 -1.501 5.512
H 0.449 -1.456 4.267
H -2.255 -0.439 3.518
H -2.101 -2.205 3.583
H 0.100 -0.621 2.269
H -0.734 -3.310 2.114
H 0.633 -2.596 1.338
H -0.689 -3.602 -0.248
H -1.908 -1.628 -1.428
H 0.280 -0.147 0.047
H -2.051 1.339 -0.891
H -1.237 0.473 -2.252
H 0.389 1.953 -0.222
H 0.823 1.582 -1.881
H -1.367 3.561 -0.972
H -0.809 3.325 -2.660
H 0.715 4.382 -0.235
H 1.543 3.862 -1.706
H 0.534 5.400 -3.896
H 2.108 5.453 -2.998
H 1.153 6.908 -3.154
H -2.619 -0.515 0.924
H -2.494 1.409 1.510
C 4.076 -0.659 6.594
O 2.678 -0.561 6.851
H 4.558 -1.045 7.489
H 4.265 -1.344 5.763
H 4.491 0.325 6.362
H 2.262 -0.219 6.056
C -1.412 -0.543 -5.793
O -0.129 -0.631 -6.404
H -2.153 -0.391 -6.574
H -1.637 -1.472 -5.260
H -1.444 0.302 -5.099
H 0.517 -0.764 -5.706
C 0.705 -4.762 -5.440
O -0.600 -4.270 -5.731
H 0.640 -5.412 -4.570
H 1.094 -5.331 -6.286
H 1.376 -3.926 -5.218
H -0.528 -3.696 -6.500
*
```

4.
Density functional theory data (wB97M-V/def2-TZVPD) for C18H38N3O2PSiV as an isolated structure at a distorted geometry.

## Properties
E_LUMO (alpha / beta)	-0.0298 / -0.0053	Eh
energy	-70696.8758	eV
gap between HOMO and LUMO (alpha / beta)	4.48 / 5.49	eV
⟨S²⟩	0.822

ORCA input file:
```
! RIJCOSX wB97M-V def2-TZVPD def2/J DEFGRID3
* xyz 0 2
V -0.114 0.320 -0.688
Si 2.347 0.709 -1.495
P -0.170 0.776 -2.950
N -0.675 -1.359 -0.819
H 1.478 -0.006 -0.407
C -2.017 0.667 -3.213
H -2.229 0.596 -4.301
H -2.524 1.551 -2.781
H -2.417 -0.233 -2.708
C 0.220 2.255 -3.947
H -0.193 2.147 -4.961
H 1.307 2.372 -4.020
H -0.191 3.166 -3.495
C 0.329 -0.586 -4.073
H -0.093 -0.417 -5.075
H -0.024 -1.551 -3.689
H 1.420 -0.632 -4.143
C 2.927 2.336 -0.697
H 2.485 2.486 0.293
H 2.682 3.207 -1.316
H 4.012 2.264 -0.578
H 3.037 -0.501 -0.861
H 2.677 0.649 -2.975
C -0.506 -2.692 -0.902
C -1.487 -4.905 -0.688
C -1.607 -3.531 -0.515
C 0.693 -3.277 -1.421
C 0.766 -4.616 -1.578
C -0.306 -5.415 -1.211
H -2.334 -5.495 -0.396
H -2.494 -3.000 -0.160
H 1.501 -2.535 -1.698
H 1.702 -5.033 -1.995
H -0.232 -6.471 -1.323
C -1.909 2.954 0.009
O -1.945 1.728 -0.392
C -1.673 3.127 1.523
H -0.744 3.752 1.715
H -1.474 2.113 1.973
H -2.600 3.544 1.979
C -1.062 3.857 -0.896
H -1.550 4.039 -1.874
H -0.064 3.403 -1.157
H -0.827 4.807 -0.390
C -2.017 -0.898 2.152
N -0.974 -0.551 3.146
C -1.338 -0.475 4.557
C 0.231 -0.171 2.619
O 0.363 0.074 1.429
N 1.353 -0.027 3.390
C 1.490 -0.382 4.771
C 2.585 0.334 2.689
H -2.914 -1.128 2.754
H -1.685 -1.800 1.578
H -2.201 -0.033 1.457
H -0.936 -1.356 5.106
H -0.980 0.482 5.005
H -2.435 -0.499 4.586
H 1.124 -1.385 5.003
H 2.540 -0.362 5.050
H 0.999 0.317 5.449
H 2.813 -0.405 1.902
H 2.459 1.319 2.216
H 3.400 0.379 3.434
*
```

5.
Density functional theory data (wB97M-V/def2-TZVPD) for C18H38N5O4RuS as an isolated structure at a distorted geometry.

## Properties
E_LUMO (alpha / beta)	-0.2762 / -0.3329	Eh
energy	-48323.7087	eV
gap between HOMO and LUMO (alpha / beta)	5.94 / 3.96	eV
⟨S²⟩	0.761
energy relative to the best compared isomer or geometry (same formula, charge and spin)	44.90	kcal/mol

ORCA input file:
```
! RIJCOSX wB97M-V def2-TZVPD def2/J DEFGRID3
* xyz 2 2
Ru 0.127 -0.178 0.248
N 2.003 -0.302 -0.786
C 3.304 -0.907 -0.397
C 3.125 -2.354 0.017
C 2.393 -2.471 1.360
C 1.030 -3.115 1.275
N 0.081 -2.317 0.435
H 1.724 -0.710 -1.676
H 2.120 0.694 -0.967
H 3.715 -0.327 0.429
H 3.994 -0.822 -1.239
H 4.099 -2.838 0.067
H 2.581 -2.881 -0.778
H 2.254 -1.470 1.766
H 2.996 -3.021 2.084
H 0.591 -3.211 2.265
H 1.094 -4.121 0.855
H -0.851 -2.660 0.657
H 0.232 -2.596 -0.531
C -1.104 -1.162 3.350
C 0.333 -0.706 3.440
O 0.724 0.220 2.389
C 1.987 0.818 2.795
C 2.543 1.795 1.800
H -1.215 -2.103 3.889
H -1.432 -1.316 2.326
H -1.775 -0.442 3.814
H 1.036 -1.541 3.424
H 0.482 -0.184 4.385
H 2.698 0.006 2.982
H 1.801 1.315 3.748
H 2.647 1.359 0.808
H 3.532 2.096 2.149
H 1.922 2.685 1.720
C -4.094 1.573 1.483
C -3.910 2.004 0.026
C -3.000 0.923 -0.514
O -2.085 0.648 0.567
C -2.780 0.870 1.826
H -4.923 0.871 1.562
H -4.303 2.405 2.151
H -3.428 2.981 -0.047
H -4.853 2.054 -0.515
H -2.414 1.221 -1.378
H -3.573 0.021 -0.750
H -2.113 1.461 2.454
H -2.956 -0.091 2.303
C 0.677 4.135 -1.546
S -0.429 3.061 -0.650
C -0.688 4.093 0.783
O 0.480 1.927 -0.185
H 0.142 5.052 -1.794
H 0.966 3.625 -2.462
H 1.550 4.348 -0.930
H -1.267 4.964 0.472
H 0.269 4.399 1.200
H -1.260 3.515 1.506
N -0.989 -1.011 -4.027
C -1.204 -1.174 -2.724
O -0.574 -0.541 -1.869
C -2.272 -2.150 -2.366
C -2.654 -2.309 -1.025
N -2.968 -2.439 0.078
C -2.886 -2.925 -3.358
N -3.335 -3.565 -4.211
H -0.299 -0.342 -4.331
H -1.522 -1.500 -4.730
*
```

6.
Density functional theory data (wB97M-V/def2-TZVPD) for a 4-piece molecular cluster, C18H38NO10S2 overall at a distorted geometry.

## Properties
E_LUMO	0.0757	Eh
energy	-62913.6775	eV
gap between HOMO and LUMO	6.66	eV
energy relative to the best compared isomer or geometry (same formula, charge and spin)	0.00	kcal/mol

ORCA input file:
```
! RIJCOSX wB97M-V def2-TZVPD def2/J DEFGRID3
* xyz -1 1
C 1.321 -3.615 4.247
C -0.018 -3.811 3.423
S 0.227 -3.945 1.609
C 1.294 -2.563 1.028
C 0.882 -1.841 -0.284
C 2.169 -1.034 -0.758
C 3.158 -0.524 0.347
C 2.578 0.501 1.371
O 3.036 1.830 1.037
O 0.795 -2.875 -1.347
S 0.240 -1.989 -2.649
O 1.271 -1.581 -3.612
O -0.690 -2.744 -3.469
O -0.393 -0.673 -1.854
C -0.554 -1.181 -0.444
N -0.689 0.063 0.286
C -1.447 0.025 1.325
C -3.008 0.236 1.279
C -0.916 -0.146 2.798
C -1.856 -2.081 -0.687
O -2.812 -1.462 -1.209
O -1.961 -3.319 -0.486
H 2.033 -3.055 3.594
H 1.736 -4.605 4.555
H 1.072 -2.975 5.136
H -0.799 -3.052 3.678
H -0.448 -4.796 3.749
H 1.452 -1.892 1.908
H 2.296 -3.031 0.834
H 1.966 -0.159 -1.418
H 2.758 -1.747 -1.394
H 3.974 0.026 -0.200
H 3.704 -1.339 0.892
H 3.049 0.259 2.372
H 1.477 0.449 1.528
H 2.677 2.434 1.709
H -3.258 0.518 0.231
H -3.340 1.008 2.011
H -3.492 -0.764 1.456
H -1.615 -0.736 3.434
H -0.933 0.915 3.225
H 0.144 -0.473 2.842
C 4.269 0.526 -5.951
C 4.441 0.217 -4.475
O 3.432 0.859 -3.711
H 4.314 1.604 -6.124
H 5.046 0.041 -6.546
H 3.292 0.185 -6.304
H 5.408 0.577 -4.120
H 4.386 -0.862 -4.296
H 2.578 0.528 -4.021
C -2.290 4.969 3.594
C -2.699 3.604 4.114
O -1.580 2.932 4.685
H -1.504 4.872 2.843
H -3.141 5.489 3.148
H -1.887 5.586 4.402
H -3.081 2.985 3.302
H -3.481 3.697 4.875
H -1.252 3.476 5.409
C -3.210 1.635 -4.419
C -4.043 2.002 -3.205
O -4.775 0.877 -2.746
H -3.850 1.266 -5.223
H -2.648 2.499 -4.784
H -2.507 0.835 -4.176
H -4.760 2.787 -3.456
H -3.405 2.364 -2.391
H -4.133 0.191 -2.518
*
```

7.
Density functional theory data (wB97M-V/def2-TZVPD) for C18H38NO17S4V as an isolated structure at a distorted geometry.

## Properties
E_LUMO	-0.1295	Eh
energy	-124594.5888	eV
gap between HOMO and LUMO	3.78	eV

ORCA input file:
```
! RIJCOSX wB97M-V def2-TZVPD def2/J DEFGRID3
* xyz 0 1
O 1.948 3.654 0.567
V 0.650 2.872 0.173
O -0.037 2.301 1.523
N -2.254 5.865 -1.567
O -2.868 6.781 -1.168
O -1.509 5.249 -0.838
O -2.510 5.438 -2.650
O 2.037 3.530 -3.349
S 2.491 4.054 -4.643
O 1.820 5.196 -5.328
O 4.123 4.222 -4.589
C 4.724 4.178 -3.260
C 6.236 3.816 -3.142
C 2.523 2.610 -5.706
H 4.214 3.356 -2.759
H 4.550 5.123 -2.745
H 6.860 4.424 -3.798
H 6.317 2.754 -3.371
H 6.437 4.116 -2.114
H 3.239 1.913 -5.270
H 2.809 2.788 -6.743
H 1.528 2.167 -5.651
O -4.209 -0.502 -1.969
S -2.886 -0.335 -2.597
O -1.895 0.550 -2.050
O -2.216 -1.881 -2.774
C -3.073 -2.908 -3.359
C -3.105 -4.136 -2.394
C -3.371 0.222 -4.332
H -2.775 -3.114 -4.387
H -4.126 -2.639 -3.451
H -2.334 -4.814 -2.762
H -4.007 -4.698 -2.636
H -3.005 -4.013 -1.316
H -3.885 -0.567 -4.881
H -2.406 0.481 -4.768
H -3.969 1.109 -4.121
O 0.009 -1.841 2.991
S -0.794 -3.011 3.323
O -0.424 -4.333 2.850
O -0.828 -3.032 4.993
C -1.210 -4.204 5.641
C -2.022 -3.763 6.840
C -2.575 -2.611 2.977
H -0.392 -4.819 6.016
H -1.732 -4.832 4.919
H -1.713 -2.872 7.386
H -2.288 -4.559 7.535
H -3.027 -3.566 6.468
H -2.589 -2.378 1.912
H -2.924 -1.792 3.606
H -3.135 -3.538 3.096
O 4.420 -1.231 -3.098
S 3.183 -1.520 -2.434
O 2.539 -0.498 -1.610
O 2.108 -2.200 -3.570
C 2.696 -2.997 -4.573
C 1.892 -4.217 -4.846
C 3.273 -3.136 -1.400
H 3.634 -3.380 -4.171
H 2.853 -2.464 -5.510
H 0.928 -3.899 -5.244
H 1.693 -4.789 -3.939
H 2.338 -4.890 -5.578
H 2.571 -3.874 -1.786
H 2.851 -2.974 -0.408
H 4.298 -3.478 -1.546
C -1.215 3.389 6.604
C -2.181 4.299 7.049
C -2.805 3.981 8.247
C -2.297 2.974 9.049
C -1.536 1.980 8.499
C -0.910 2.261 7.300
H -0.618 3.469 5.708
H -2.436 5.170 6.464
H -3.486 4.703 8.673
H -2.736 2.702 9.997
H -1.274 1.029 8.938
H -0.203 1.578 6.853
*
```

- Look up the energy of the first one.
  -58338.2715 eV